Below is a cluster of 10 separate species, C10H40N20O10 in total in a non-equilibrium geometry, with properties calculated with wB97M-V/def2-TZVPD.

Output
LUMO level: 0.02 eV
2S+1: 1
SMILES string: NC(N)=O.NC(N)=O.NC(N)=O.NC(N)=O.NC(N)=O.NC(N)=O.NC(N)=O.NC(N)=O.NC(N)=O.NC(N)=O
molecular weight: 600.56 g/mol
HOMO: -8.255 eV
Kohn-Sham gap: 8.27 eV

Each atom is followed by the atoms it is bonded to, with distances in Å.
Cartesian coordinates (Å):
1 C 0.460 -0.817 -0.109  O2 1.237, N3 1.292, N4 1.313
2 O 1.535 -0.758 0.500  C1 1.237
3 N 0.290 -1.280 -1.302  C1 1.292, H5 1.010, H6 1.010
4 N -0.658 -0.402 0.441  C1 1.313, H7 1.010, H8 1.010
5 H 1.159 -1.621 -1.687  N3 1.010
6 H -0.647 -1.485 -1.619  N3 1.010
7 H -0.586 0.177 1.265  N4 1.010
8 H -1.549 -0.540 -0.015  N4 1.010
9 C -1.720 1.008 5.937  O10 1.278, N11 1.299, N12 1.286
10 O -0.697 1.702 6.259  C9 1.278
11 N -2.014 0.656 4.722  C9 1.299, H13 1.010, H14 1.010
12 N -2.515 0.621 6.871  C9 1.286, H15 1.010, H16 1.010
13 H -1.575 1.076 3.916  N11 1.010
14 H -2.969 0.328 4.704  N11 1.010
15 H -3.447 0.340 6.600  N12 1.010
16 H -2.207 0.769 7.822  N12 1.010
17 C -3.699 2.003 -2.460  O18 1.211, N19 1.241, N20 1.337
18 O -4.635 1.854 -1.706  C17 1.211
19 N -2.848 1.133 -2.701  C17 1.241, H21 1.010, H22 1.010
20 N -3.539 3.105 -3.200  C17 1.337, H23 1.010, H24 1.010
21 H -1.993 1.342 -3.197  N19 1.010
22 H -2.924 0.216 -2.283  N19 1.010
23 H -2.574 3.372 -3.331  N20 1.010
24 H -4.100 3.944 -3.227  N20 1.010
25 C 3.613 2.003 0.203  O26 1.185, N27 1.311, N28 1.273
26 O 4.541 2.704 -0.029  C25 1.185
27 N 2.399 2.410 0.485  C25 1.311, H29 1.010, H30 1.010
28 N 3.668 0.736 0.308  C25 1.273, H31 1.010, H32 1.010
29 H 2.301 3.383 0.737  N27 1.010
30 H 1.744 1.682 0.731  N27 1.010
31 H 4.522 0.215 0.168  N28 1.010
32 H 2.816 0.195 0.359  N28 1.010
33 C 3.441 0.253 -4.315  O34 1.212, N35 1.282, N36 1.302
34 O 2.627 0.276 -3.417  C33 1.212
35 N 4.524 -0.429 -4.245  C33 1.282, H37 1.010, H38 1.010
36 N 3.354 0.900 -5.441  C33 1.302, H39 1.010, H40 1.010
37 H 4.738 -0.906 -3.381  N35 1.010
38 H 5.237 -0.431 -4.961  N35 1.010
39 H 2.553 1.503 -5.560  N36 1.010
40 H 3.785 0.408 -6.211  N36 1.010
41 C -4.095 -2.481 2.098  O42 1.233, N43 1.328, N44 1.229
42 O -4.709 -1.713 1.354  C41 1.233
43 N -2.863 -2.958 1.962  C41 1.328, H45 1.010, H46 1.010
44 N -4.810 -3.021 2.939  C41 1.229, H47 1.010, H48 1.010
45 H -2.264 -2.310 1.471  N43 1.010
46 H -2.583 -3.785 2.470  N43 1.010
47 H -5.776 -2.784 3.109  N44 1.010
48 H -4.230 -3.615 3.514  N44 1.010
49 C -2.871 -1.986 -3.304  O50 1.281, N51 1.302, N52 1.323
50 O -2.631 -1.546 -2.125  C49 1.281
51 N -2.379 -3.048 -3.873  C49 1.302, H53 1.010, H54 1.010
52 N -3.951 -1.712 -4.017  C49 1.323, H55 1.010, H56 1.010
53 H -1.605 -3.536 -3.445  N51 1.010
54 H -2.598 -3.115 -4.856  N51 1.010
55 H -4.099 -2.085 -4.943  N52 1.010
56 H -4.398 -0.907 -3.602  N52 1.010
57 C -0.645 2.891 2.213  O58 1.191, N59 1.320, N60 1.271
58 O -0.346 1.740 2.166  C57 1.191
59 N -0.888 3.514 3.351  C57 1.320, H61 1.010, H62 1.010
60 N -0.925 3.590 1.188  C57 1.271, H63 1.010, H64 1.010
61 H -1.402 4.377 3.454  N59 1.010
62 H -0.648 3.098 4.240  N59 1.010
63 H -1.522 4.367 1.433  N60 1.010
64 H -1.003 3.115 0.300  N60 1.010
65 C 3.131 1.232 4.544  O66 1.235, N67 1.353, N68 1.306
66 O 4.224 1.258 5.118  C65 1.235
67 N 2.690 0.278 3.692  C65 1.353, H69 1.010, H70 1.010
68 N 2.391 2.306 4.603  C65 1.306, H71 1.010, H72 1.010
69 H 3.129 -0.630 3.731  N67 1.010
70 H 1.896 0.339 3.070  N67 1.010
71 H 2.656 3.138 5.110  N68 1.010
72 H 1.417 2.115 4.411  N68 1.010
73 C 3.519 -3.396 -4.100  O74 1.202, N75 1.318, N76 1.337
74 O 3.392 -3.068 -5.249  C73 1.202
75 N 4.543 -4.162 -3.781  C73 1.318, H77 1.010, H78 1.010
76 N 2.804 -2.993 -3.045  C73 1.337, H79 1.010, H80 1.010
77 H 5.206 -4.119 -4.541  N75 1.010
78 H 4.794 -4.197 -2.803  N75 1.010
79 H 2.913 -3.559 -2.216  N76 1.010
80 H 2.130 -2.276 -3.272  N76 1.010

Below is a cluster of 10 separate species, C10H40N6O10 in total in a non-equilibrium geometry, with properties calculated with wB97M-V/def2-TZVPD.

Output
LUMO level: 0.02 eV
2S+1: 1
SMILES string: NC(N)=O.NC(N)=O.NC(N)=O.CO.CO.CO.CO.CO.CO.CO
molecular weight: 404.46 g/mol
HOMO: -9.650 eV
Kohn-Sham gap: 9.67 eV

Each atom is followed by the atoms it is bonded to, with distances in Å.
Cartesian coordinates (Å):
1 C 4.460 -5.230 0.002  O2 1.452, H3 1.090, H4 1.090, H5 1.090
2 O 5.890 -5.328 -0.234  C1 1.452, H6 0.960
3 H 3.987 -5.110 -0.973  C1 1.090
4 H 4.058 -6.137 0.454  C1 1.090
5 H 4.134 -4.322 0.508  C1 1.090
6 H 6.071 -4.892 -1.070  O2 0.960
7 C -1.848 -6.056 1.208  O8 1.443, H9 1.090, H10 1.090, H11 1.090
8 O -2.295 -7.237 0.510  C7 1.443, H12 0.960
9 H -2.715 -5.511 1.580  C7 1.090
10 H -1.220 -6.310 2.063  C7 1.090
11 H -1.248 -5.369 0.611  C7 1.090
12 H -2.594 -7.802 1.226  O8 0.960
13 C -4.872 2.324 5.913  O14 1.370, H15 1.090, H16 1.090, H17 1.090
14 O -3.610 1.901 5.590  C13 1.370, H18 0.960
15 H -5.620 1.577 5.646  C13 1.090
16 H -5.064 2.609 6.947  C13 1.090
17 H -5.082 3.199 5.298  C13 1.090
18 H -2.993 2.587 5.853  O14 0.960
19 C -6.426 -2.611 0.708  O20 1.338, H21 1.090, H22 1.090, H23 1.090
20 O -5.606 -2.170 -0.253  C19 1.338, H24 0.960
21 H -7.385 -2.098 0.640  C19 1.090
22 H -6.630 -3.667 0.531  C19 1.090
23 H -6.054 -2.462 1.721  C19 1.090
24 H -4.911 -2.804 -0.449  O20 0.960
25 C -0.650 2.185 -4.912  O26 1.428, H27 1.090, H28 1.090, H29 1.090
26 O -0.874 3.439 -5.557  C25 1.428, H30 0.960
27 H -1.495 1.907 -4.282  C25 1.090
28 H -0.606 1.348 -5.609  C25 1.090
29 H 0.245 2.233 -4.292  C25 1.090
30 H -0.267 3.569 -6.289  O26 0.960
31 C -2.503 5.290 -0.502  O32 1.391, H33 1.090, H34 1.090, H35 1.090
32 O -1.511 5.543 -1.444  C31 1.391, H36 0.960
33 H -3.270 6.047 -0.664  C31 1.090
34 H -2.825 4.273 -0.723  C31 1.090
35 H -2.046 5.427 0.479  C31 1.090
36 H -1.617 5.053 -2.262  O32 0.960
37 C 8.005 1.090 1.259  O38 1.440, H39 1.090, H40 1.090, H41 1.090
38 O 6.676 0.754 1.701  C37 1.440, H42 0.960
39 H 8.651 1.390 2.083  C37 1.090
40 H 8.432 0.152 0.904  C37 1.090
41 H 8.085 1.987 0.645  C37 1.090
42 H 6.217 0.657 0.864  O38 0.960
43 C 2.966 6.646 1.499  O44 1.222, N45 1.291, N46 1.308
44 O 3.949 7.028 2.117  C43 1.222
45 N 2.111 7.379 0.868  C43 1.291, H47 1.010, H48 1.010
46 N 2.776 5.397 1.159  C43 1.308, H49 1.010, H50 1.010
47 H 2.280 8.373 0.803  N45 1.010
48 H 1.312 6.933 0.440  N45 1.010
49 H 3.374 4.710 1.597  N46 1.010
50 H 1.987 5.130 0.588  N46 1.010
51 C -0.533 -3.991 -4.827  O52 1.219, N53 1.322, N54 1.314
52 O -1.526 -3.907 -4.126  C51 1.219
53 N -0.430 -4.666 -5.959  C51 1.322, H55 1.010, H56 1.010
54 N 0.595 -3.442 -4.434  C51 1.314, H57 1.010, H58 1.010
55 H 0.368 -4.485 -6.550  N53 1.010
56 H -1.273 -5.135 -6.258  N53 1.010
57 H 1.315 -3.555 -5.133  N54 1.010
58 H 0.586 -2.920 -3.570  N54 1.010
59 C 0.172 -0.338 1.593  O60 1.239, N61 1.303, N62 1.279
60 O 0.855 -0.668 0.614  C59 1.239
61 N -1.124 -0.289 1.718  C59 1.303, H63 1.010, H64 1.010
62 N 0.659 0.194 2.649  C59 1.279, H65 1.010, H66 1.010
63 H -1.738 -0.197 0.921  N61 1.010
64 H -1.423 -0.008 2.641  N61 1.010
65 H 1.658 0.219 2.800  N62 1.010
66 H 0.010 0.172 3.422  N62 1.010

Below is a cluster of 10 separate species, C10H40N8O10 in total in a non-equilibrium geometry, with properties calculated with wB97M-V/def2-TZVPD.

Output
LUMO level: -0.14 eV
2S+1: 1
SMILES string: NC(N)=O.NC(N)=O.NC(N)=O.NC(N)=O.CO.CO.CO.CO.CO.CO
molecular weight: 432.48 g/mol
HOMO: -8.707 eV
Kohn-Sham gap: 8.57 eV

Each atom is followed by the atoms it is bonded to, with distances in Å.
Cartesian coordinates (Å):
1 C -1.924 -3.457 -0.301  O2 1.233, N3 1.278, N4 1.265
2 O -2.376 -4.593 -0.458  C1 1.233
3 N -0.812 -3.042 -0.776  C1 1.278, H5 1.010, H6 1.010
4 N -2.514 -2.564 0.375  C1 1.265, H7 1.010, H8 1.010
5 H -0.469 -2.149 -0.452  N3 1.010
6 H -0.130 -3.602 -1.267  N3 1.010
7 H -2.237 -1.624 0.619  N4 1.010
8 H -3.464 -2.860 0.545  N4 1.010
9 C 2.732 1.098 -2.719  O10 1.192, N11 1.283, N12 1.291
10 O 1.626 1.441 -2.437  C9 1.192
11 N 3.680 1.123 -1.854  C9 1.283, H13 1.010, H14 1.010
12 N 3.041 0.621 -3.878  C9 1.291, H15 1.010, H16 1.010
13 H 3.596 1.742 -1.061  N11 1.010
14 H 4.599 0.815 -2.138  N11 1.010
15 H 3.980 0.323 -4.102  N12 1.010
16 H 2.406 0.627 -4.663  N12 1.010
17 C 3.210 -2.382 4.351  O18 1.225, N19 1.284, N20 1.296
18 O 4.430 -2.376 4.461  C17 1.225
19 N 2.322 -3.002 5.040  C17 1.284, H21 1.010, H22 1.010
20 N 2.598 -1.638 3.484  C17 1.296, H23 1.010, H24 1.010
21 H 1.339 -2.853 4.861  N19 1.010
22 H 2.712 -3.636 5.722  N19 1.010
23 H 3.093 -1.047 2.831  N20 1.010
24 H 1.617 -1.793 3.301  N20 1.010
25 C -0.154 -0.025 1.262  O26 1.213, N27 1.293, N28 1.327
26 O 0.092 -0.728 2.219  C25 1.213
27 N 0.705 0.366 0.378  C25 1.293, H29 1.010, H30 1.010
28 N -1.357 0.300 0.808  C25 1.327, H31 1.010, H32 1.010
29 H 0.328 0.794 -0.455  N27 1.010
30 H 1.636 0.065 0.631  N27 1.010
31 H -2.168 0.181 1.398  N28 1.010
32 H -1.514 0.861 -0.017  N28 1.010
33 C 0.807 3.695 0.580  O34 1.427, H35 1.090, H36 1.090, H37 1.090
34 O 1.963 3.473 1.386  C33 1.427, H38 0.960
35 H -0.145 3.411 1.029  C33 1.090
36 H 0.716 4.752 0.329  C33 1.090
37 H 1.051 3.094 -0.296  C33 1.090
38 H 2.754 3.701 0.891  O34 0.960
39 C -4.453 -0.001 -2.122  O40 1.449, H41 1.090, H42 1.090, H43 1.090
40 O -3.159 -0.268 -2.716  C39 1.449, H44 0.960
41 H -4.341 0.114 -1.043  C39 1.090
42 H -4.842 0.935 -2.520  C39 1.090
43 H -5.179 -0.781 -2.351  C39 1.090
44 H -2.616 0.511 -2.577  O40 0.960
45 C -4.511 0.834 2.285  O46 1.379, H47 1.090, H48 1.090, H49 1.090
46 O -3.713 -0.290 2.320  C45 1.379, H50 0.960
47 H -5.182 0.842 1.426  C45 1.090
48 H -5.195 0.763 3.131  C45 1.090
49 H -3.942 1.761 2.356  C45 1.090
50 H -4.241 -1.076 2.476  O46 0.960
51 C 4.812 0.380 1.859  O52 1.417, H53 1.090, H54 1.090, H55 1.090
52 O 4.005 -0.627 1.274  C51 1.417, H56 0.960
53 H 5.044 1.187 1.164  C51 1.090
54 H 4.326 0.860 2.708  C51 1.090
55 H 5.771 -0.053 2.145  C51 1.090
56 H 4.531 -1.011 0.569  O52 0.960
57 C -2.176 2.736 -1.394  O58 1.353, H59 1.090, H60 1.090, H61 1.090
58 O -1.315 1.730 -1.670  C57 1.353, H62 0.960
59 H -2.942 2.944 -2.141  C57 1.090
60 H -2.759 2.360 -0.553  C57 1.090
61 H -1.750 3.705 -1.132  C57 1.090
62 H -0.588 1.967 -2.252  O58 0.960
63 C -0.205 -1.341 -3.405  O64 1.442, H65 1.090, H66 1.090, H67 1.090
64 O -1.314 -2.140 -3.865  C63 1.442, H68 0.960
65 H -0.400 -0.994 -2.390  C63 1.090
66 H 0.715 -1.923 -3.465  C63 1.090
67 H -0.045 -0.562 -4.150  C63 1.090
68 H -2.108 -1.674 -3.591  O64 0.960

Below is a cluster of 10 separate species, C10H40O10 in total in a non-equilibrium geometry, with properties calculated with wB97M-V/def2-TZVPD.

Output
LUMO level (alpha / beta): 2.43 / 2.36 eV
2S+1: 2
⟨S²⟩: 0.7504
total charge: -1
molecular weight: 320.42 g/mol
HOMO (alpha / beta): 0.348 / -7.047 eV
Kohn-Sham gap (alpha / beta): 2.08 / 9.40 eV

Each atom is followed by the atoms it is bonded to, with distances in Å.
Cartesian coordinates (Å):
1 C -5.157 -1.370 0.478  O2 1.474, H3 1.090, H4 1.090, H5 1.090
2 O -4.033 -1.552 -0.458  C1 1.474, H6 0.960
3 H -5.162 -2.187 1.199  C1 1.090
4 H -5.132 -0.476 1.101  C1 1.090
5 H -6.130 -1.388 -0.012  C1 1.090
6 H -3.222 -1.638 0.050  O2 0.960
7 C -2.683 1.648 1.719  O8 1.413, H9 1.090, H10 1.090, H11 1.090
8 O -2.156 2.956 1.817  C7 1.413, H12 0.960
9 H -3.269 1.558 0.804  C7 1.090
10 H -1.941 0.850 1.746  C7 1.090
11 H -3.358 1.409 2.540  C7 1.090
12 H -1.505 3.134 1.135  O8 0.960
13 C -2.473 -1.100 -4.073  O14 1.398, H15 1.090, H16 1.090, H17 1.090
14 O -2.707 -1.948 -5.159  C13 1.398, H18 0.960
15 H -3.297 -1.317 -3.393  C13 1.090
16 H -1.528 -1.137 -3.532  C13 1.090
17 H -2.666 -0.038 -4.227  C13 1.090
18 H -2.523 -1.429 -5.945  O14 0.960
19 C -0.007 0.317 -0.853  O20 1.398, H21 1.090, H22 1.090, H23 1.090
20 O 0.498 -0.916 -0.430  C19 1.398, H24 0.960
21 H -1.063 0.074 -0.976  C19 1.090
22 H 0.042 1.164 -0.169  C19 1.090
23 H 0.445 0.648 -1.788  C19 1.090
24 H 1.454 -0.843 -0.376  O20 0.960
25 C -0.980 4.990 -0.273  O26 1.434, H27 1.090, H28 1.090, H29 1.090
26 O -0.570 3.616 -0.286  C25 1.434, H30 0.960
27 H -0.813 5.397 -1.271  C25 1.090
28 H -2.044 4.965 -0.034  C25 1.090
29 H -0.426 5.591 0.447  C25 1.090
30 H -1.136 3.194 -0.937  O26 0.960
31 C 4.813 -0.529 3.014  O32 1.425, H33 1.090, H34 1.090, H35 1.090
32 O 3.423 -0.760 2.801  C31 1.425, H36 0.960
33 H 4.952 0.552 2.967  C31 1.090
34 H 5.152 -0.861 3.996  C31 1.090
35 H 5.387 -0.967 2.198  C31 1.090
36 H 3.265 -0.767 1.855  O32 0.960
37 C 1.578 -4.566 -1.357  O38 1.428, H39 1.090, H40 1.090, H41 1.090
38 O 1.244 -5.379 -0.231  C37 1.428, H42 0.960
39 H 2.636 -4.309 -1.306  C37 1.090
40 H 1.304 -5.072 -2.283  C37 1.090
41 H 1.012 -3.636 -1.407  C37 1.090
42 H 0.483 -5.918 -0.458  O38 0.960
43 C 1.899 3.915 1.645  O44 1.433, H45 1.090, H46 1.090, H47 1.090
44 O 2.713 5.076 1.439  C43 1.433, H48 0.960
45 H 2.337 3.379 2.487  C43 1.090
46 H 0.884 4.180 1.943  C43 1.090
47 H 1.831 3.282 0.761  C43 1.090
48 H 3.561 4.830 1.064  O44 0.960
49 C 3.850 0.642 -0.607  O50 1.442, H51 1.090, H52 1.090, H53 1.090
50 O 3.416 -0.662 -0.174  C49 1.442, H54 0.960
51 H 3.815 1.396 0.179  C49 1.090
52 H 4.853 0.524 -1.016  C49 1.090
53 H 3.204 1.003 -1.407  C49 1.090
54 H 4.084 -1.342 -0.293  O50 0.960
55 C -1.441 -3.403 0.937  O56 1.395, H57 1.090, H58 1.090, H59 1.090
56 O -1.742 -2.041 0.939  C55 1.395, H60 0.960
57 H -2.034 -3.879 1.717  C55 1.090
58 H -1.578 -3.886 -0.031  C55 1.090
59 H -0.386 -3.375 1.212  C55 1.090
60 H -0.971 -1.601 0.573  O56 0.960